(1)
Entry from the Open Molecules 2025 dataset: 2 unconnected molecules or ions with the total composition C2H3BrS in a non-equilibrium geometry (wB97M-V/def2-TZVPD).

Geometry as ORCA input:
```
! wB97M-V def2-TZVPD RIJCOSX def2/J DEFGRID3
* xyz 0 1
C -2.574 -1.162 3.164
C -0.198 0.192 0.020
S -3.677 -1.280 2.148
Br -2.171 0.602 -0.372
H 0.211 0.131 -0.969
H -0.421 -0.678 0.715
H 0.040 1.106 0.516
*
```

As for the largest force on an atom: 0.0650 Eh/bohr. Its HOMO-LUMO gap is 0.3772 Eh.

(2)
Entry from the Open Molecules 2025 dataset: C2H3Cl in the gas phase in a non-equilibrium geometry (wB97M-V/def2-TZVPD).

Geometry as ORCA input:
```
! wB97M-V def2-TZVPD RIJCOSX def2/J DEFGRID3
* xyz 0 1
C -0.612 -0.423 0.018
C 0.388 0.499 -0.027
Cl 2.050 -0.074 0.005
H -1.675 0.026 0.046
H -0.575 -1.524 0.016
H 0.425 1.496 -0.058
*
```

As for the largest force on an atom: 0.1260 Eh/bohr. Its HOMO-LUMO gap is 0.3993 Eh. Its SMILES is C=CCl.

- Among the records above, which one has the lowest HOMO-LUMO gap?
  C2H3BrS